Record 1
Molecular formula: C27H48N4O7S4
Method: DFT, ωB97M-V/def2-TZVPD

## Properties
E_HOMO = -8.07 eV
Charge = 0
HOMO-LUMO gap = 0.313 hartree

Last column: Mulliken charge in e.
Atoms and positions in Å:
N 2.726 4.927 23.522  0.05
C 3.713 4.349 22.782  -0.98
C 4.207 5.254 21.900  -0.34
C 3.619 6.393 22.163  0.03
C 2.556 6.187 23.035  -0.73
H 2.127 4.491 24.207  0.20
H 3.863 3.282 22.856  0.47
H 4.969 5.101 21.150  0.26
H 3.904 7.318 21.684  0.58
H 1.799 6.810 23.489  0.47
N 4.717 2.422 19.336  0.15
C 4.592 2.412 17.985  -0.57
C 3.451 1.691 17.681  -0.54
C 2.690 1.550 18.841  -0.45
C 3.549 1.995 19.861  -0.72
H 5.484 2.768 19.895  0.32
H 5.382 2.778 17.344  0.43
H 3.182 1.383 16.681  0.49
H 1.763 1.020 19.000  0.54
H 3.511 2.069 20.938  0.35
N -1.200 2.693 17.571  0.04
C -0.161 2.886 16.714  -0.33
C -0.645 3.389 15.501  -0.96
C -2.042 3.479 15.702  -0.53
C -2.354 3.136 17.043  -0.35
H -1.131 2.410 18.538  0.26
H 0.830 2.714 17.108  0.45
H -0.045 3.668 14.647  0.43
H -2.817 3.835 15.039  0.47
H -3.192 2.985 17.707  0.42
N 7.277 6.057 18.895  0.10
C 6.677 5.171 18.069  -0.90
C 5.648 5.777 17.361  -0.30
C 5.660 7.159 17.717  0.08
C 6.810 7.305 18.596  -1.38
H 8.048 5.860 19.517  0.23
H 6.904 4.118 18.139  0.57
H 4.889 5.283 16.773  0.52
H 4.918 7.838 17.323  0.70
H 7.281 8.063 19.204  0.51
C -3.076 10.139 20.331  -0.63
S -4.403 9.154 21.092  0.51
O -3.817 8.268 22.186  -0.63
C -5.395 10.487 21.835  -0.96
H -2.213 9.478 20.244  0.06
H -2.832 10.929 21.041  0.41
H -3.266 10.436 19.299  0.25
H -6.257 10.145 22.410  0.35
H -5.835 11.050 21.013  0.32
H -4.738 11.025 22.517  0.30
C 1.327 9.621 14.283  -1.04
S 1.592 8.745 15.920  0.55
O 3.011 8.834 16.369  -0.65
C 0.653 9.865 17.042  -0.66
H 1.812 9.037 13.501  0.34
H 1.720 10.623 14.452  0.32
H 0.248 9.703 14.148  0.36
H 0.733 10.939 16.874  0.51
H 0.989 9.639 18.054  0.06
H -0.420 9.694 16.956  0.15
C -4.941 9.087 16.502  -0.57
S -3.514 8.799 15.388  0.42
O -2.594 9.991 15.617  -0.60
C -2.785 7.363 16.255  -0.72
H -5.549 8.185 16.425  0.36
H -5.519 9.970 16.232  0.36
H -4.579 9.256 17.517  -0.08
H -1.772 7.124 15.930  0.28
H -3.388 6.470 16.091  0.42
H -2.601 7.515 17.318  0.15
C 4.047 9.924 19.237  -0.11
S 4.118 10.591 20.979  0.35
O 3.242 9.687 21.847  -0.55
C 5.838 9.923 21.343  -0.77
H 4.192 8.844 19.269  -0.36
H 4.817 10.388 18.622  0.47
H 3.141 10.138 18.670  0.10
H 5.999 8.875 21.090  0.00
H 6.026 9.881 22.416  0.44
H 6.602 10.513 20.838  0.39
C 1.661 5.006 19.427  1.53
C 2.395 6.196 18.754  0.67
O 1.448 7.238 18.709  0.05
C 0.289 6.826 19.238  0.36
O -0.709 7.491 19.330  -0.61
O 0.423 5.664 19.755  -0.35
H 2.291 4.686 20.257  -0.35
H 1.512 4.165 18.750  -0.83
H 2.771 5.870 17.784  -0.07
H 3.235 6.409 19.416  -0.34

Record 2
Molecular formula: C16H29AuN2S
Method: DFT, ωB97M-V/def2-TZVPD

## Properties
E_HOMO (spin up / spin down) = -15.26 / -15.87 eV
Charge = +2
Expectation value of S² = 2.010
2S+1 = 3
ΔE to the lowest compared entry with this formula, charge and spin = 0.00 kJ/mol
HOMO-LUMO gap (spin up / spin down) = 0.325 / 0.237 hartree

Last column: Mulliken spin population.
Atoms and positions in Å:
C -2.128 -0.270 2.878  0.02
H -2.707 0.291 3.622  0.00
H -2.830 -0.820 2.242  0.00
H -1.598 0.448 2.231  -0.01
C -1.134 -1.211 3.553  0.00
H -0.577 -1.778 2.791  0.00
H -0.383 -0.614 4.091  0.00
C -1.796 -2.183 4.533  0.00
H -1.047 -2.809 5.025  0.00
H -2.343 -1.639 5.309  0.00
H -2.500 -2.843 4.017  0.00
C 0.749 -0.531 -2.097  0.28
C 0.803 -1.695 -1.269  0.31
C -0.516 -2.073 -0.912  0.30
C -1.441 -1.167 -1.549  0.36
C -0.645 -0.211 -2.304  0.29
C -1.177 0.924 -3.100  0.01
C -2.925 -1.261 -1.567  0.01
C -0.878 -3.338 -0.223  -0.01
C 2.046 -2.415 -0.884  0.00
C 1.916 0.199 -2.654  -0.02
Au -0.641 0.430 -0.047  0.23
H -3.365 -0.285 -1.748  0.01
H -3.293 -1.946 -2.335  0.02
H -3.293 -1.605 -0.600  0.01
H -2.214 1.142 -2.810  0.00
H -0.597 1.832 -2.880  0.01
H -1.160 0.766 -4.187  0.02
H 2.798 0.071 -2.013  0.01
H 2.174 -0.159 -3.664  0.04
H 1.711 1.273 -2.709  0.01
H 1.880 -3.091 -0.032  0.00
H 2.405 -3.029 -1.725  0.04
H 2.857 -1.725 -0.603  0.01
H -1.705 -3.211 0.482  0.01
H -1.180 -4.082 -0.970  0.03
H -0.033 -3.760 0.324  0.00
S -0.702 2.519 0.812  0.02
C 0.863 3.012 0.346  0.01
N 1.128 4.185 -0.267  0.00
C 2.540 4.472 -0.315  0.00
C 3.167 3.243 0.326  0.00
N 2.020 2.396 0.581  0.00
H 0.425 4.827 -0.612  0.00
H 2.784 5.378 0.249  0.00
H 2.876 4.597 -1.344  0.00
H 3.690 3.494 1.253  0.00
H 3.865 2.731 -0.337  0.00
H 2.111 1.521 1.093  0.00

Record 3
Molecular formula: C33H42BrN7OS2SiTi
Method: DFT, ωB97M-V/def2-TZVPD

## Properties
E_HOMO = -12.71 eV
Charge = +2
ΔE to the lowest compared entry with this formula, charge and spin = 67.22 kJ/mol
HOMO-LUMO gap = 0.227 hartree

Last column: Mulliken charge in e.
Atoms and positions in Å:
Ti -0.073 1.610 -0.048  -0.36
N 3.718 2.724 0.730  -0.22
C 2.414 2.566 0.762  0.80
O 1.845 1.798 -0.062  -0.34
C 1.565 3.303 1.763  -1.38
C 0.090 2.869 1.612  -0.82
H 4.274 2.171 0.089  0.29
H 4.199 3.314 1.390  0.24
H 1.711 4.374 1.602  0.48
H 1.959 3.104 2.764  0.36
H -0.560 3.746 1.597  0.91
H -0.210 2.278 2.480  0.52
Br 0.837 -5.128 -3.461  -0.16
C 0.521 -3.312 -3.041  -0.17
C -0.107 -2.498 -3.972  -0.89
C -0.275 -1.153 -3.703  -0.43
C 0.172 -0.621 -2.494  -0.53
C 0.768 -1.462 -1.554  1.05
C 0.947 -2.802 -1.822  -0.76
N 0.100 0.758 -2.184  0.97
C 0.215 1.621 -3.117  -0.12
C 0.239 3.041 -2.802  -0.09
C 0.326 3.995 -3.808  -1.01
C 0.428 5.333 -3.462  -0.55
C 0.438 5.670 -2.118  -1.08
C 0.323 4.659 -1.176  -0.33
N 0.227 3.370 -1.498  0.85
H -0.458 -2.919 -4.904  0.45
H -0.784 -0.527 -4.426  0.55
H 1.151 -1.027 -0.643  0.09
H 1.421 -3.447 -1.096  0.53
H 0.369 1.338 -4.156  0.63
H 0.309 3.687 -4.844  0.55
H 0.504 6.099 -4.222  0.47
H 0.529 6.698 -1.798  0.49
H 0.296 4.898 -0.121  0.42
C -6.009 -0.692 1.429  -1.07
Si -5.025 -0.760 -0.168  0.18
C -3.917 -2.275 -0.319  -1.00
C -6.134 -0.687 -1.687  -1.08
C -4.034 0.894 -0.249  0.09
C -4.714 2.067 -0.547  -0.04
C -4.051 3.288 -0.695  -1.38
C -2.686 3.305 -0.585  -0.07
N -1.991 2.198 -0.273  0.32
C -2.652 1.033 -0.057  0.65
S -1.553 -0.172 0.544  -0.39
H -6.669 -1.559 1.505  0.35
H -6.637 0.200 1.468  0.35
H -5.367 -0.687 2.311  0.34
H -4.545 -3.143 -0.531  0.42
H -3.361 -2.479 0.594  0.28
H -3.202 -2.171 -1.137  0.32
H -6.756 -1.583 -1.734  0.37
H -5.555 -0.642 -2.612  0.32
H -6.810 0.171 -1.674  0.35
H -5.792 2.041 -0.661  0.38
H -4.593 4.198 -0.902  0.43
H -2.128 4.219 -0.731  0.51
S 3.934 -0.797 0.423  -0.44
C 4.282 -2.439 0.201  -0.02
N 4.757 -2.882 -0.966  -0.07
C 5.158 -4.263 -1.227  -0.59
C 4.368 -5.207 -0.336  -0.43
C 4.442 -4.734 1.106  -0.66
N 4.054 -3.326 1.180  -0.08
H 4.961 -2.180 -1.656  0.23
H 6.230 -4.380 -1.049  0.31
H 4.963 -4.481 -2.276  0.39
H 4.769 -6.215 -0.418  0.36
H 3.328 -5.232 -0.662  0.16
H 5.451 -4.869 1.504  0.31
H 3.755 -5.306 1.729  0.39
H 3.817 -2.941 2.078  0.21
N 1.122 0.036 2.026  0.08
C 0.679 -0.288 3.342  0.61
C 0.239 -1.575 3.630  -0.53
C -0.188 -1.899 4.909  -0.74
C -0.184 -0.942 5.913  -0.55
C 0.257 0.342 5.628  -0.93
C 0.697 0.666 4.355  0.04
H 1.293 -0.818 1.510  -0.24
H 2.010 0.516 2.068  0.29
H 0.236 -2.330 2.850  0.47
H -0.509 -2.908 5.127  0.41
H -0.516 -1.196 6.909  0.41
H 0.269 1.098 6.402  0.43
H 1.073 1.663 4.155  0.14

Record 4
Molecular formula: C2H3NS
Method: DFT, ωB97M-V/def2-TZVPD

## Properties
E_HOMO = -8.53 eV
Charge = 0
ΔE to the lowest compared entry with this formula, charge and spin = 177.89 kJ/mol
HOMO-LUMO gap = 0.337 hartree

Last column: Mulliken charge in e.
Atoms and positions in Å:
C 0.364 -0.090 -0.563  -0.35
C -0.852 0.433 -0.397  -0.21
N 0.899 -0.017 0.803  -0.37
S -0.711 0.378 1.378  -0.06
H 0.765 -0.408 -1.540  0.30
H -1.746 0.560 -0.894  0.42
H 1.282 -0.857 1.213  0.27

Record 5
Molecular formula: C5H21N2O6
Method: DFT, ωB97M-V/def2-TZVPD

## Properties
E_HOMO = -5.72 eV
Charge = -1
ΔE to the lowest compared entry with this formula, charge and spin = 0.91 kJ/mol
HOMO-LUMO gap = 0.319 hartree

Last column: Mulliken charge in e.
Atoms and positions in Å:
C 0.309 1.184 -2.357  -0.74
O 1.273 1.541 -1.323  -0.53
C -0.269 -0.268 -2.373  -0.27
C -1.285 -0.655 -1.238  -0.62
C -0.687 -0.817 0.148  0.20
N 2.034 -3.148 0.726  -0.80
C 1.347 -2.082 0.798  0.17
N -0.008 -2.102 0.395  -0.29
H 0.964 1.274 -3.240  0.35
H -0.507 1.916 -2.322  0.34
H -0.904 -0.250 -3.280  0.23
H 0.453 -1.021 -2.476  0.11
H -1.972 0.223 -1.186  0.30
H -2.057 -1.346 -1.498  0.39
H -0.102 0.030 0.452  -0.26
H -1.584 -0.828 0.823  0.11
H 1.636 -3.955 0.264  0.21
H 1.710 -1.183 1.274  0.51
H -0.333 -2.964 0.008  0.23
H -3.151 3.035 0.928  0.28
H -2.918 1.728 1.493  0.40
O -3.381 2.121 0.724  -0.65
H 1.298 1.689 2.291  0.39
H 2.753 1.734 2.546  0.27
O 1.984 1.302 2.934  -0.71
H -0.629 -3.560 -2.238  0.31
H 0.508 -2.490 -2.297  0.43
O 0.038 -3.156 -2.794  -0.66
H 0.771 1.845 -0.478  0.29
H 1.039 3.338 1.180  0.08
O 0.653 2.479 0.995  -1.11
H -0.625 2.205 1.983  0.50
H -1.174 1.181 3.082  0.28
O -1.376 1.996 2.621  -0.77

Record 6
Molecular formula: C15H22ClFNO
Method: DFT, ωB97M-V/def2-TZVPD

## Properties
E_HOMO = -11.00 eV
Charge = +1
HOMO-LUMO gap = 0.263 hartree

Last column: Mulliken charge in e.
Atoms and positions in Å:
C 0.444 -1.307 -0.285  -1.65
C 0.387 -0.085 -1.196  0.49
Cl 1.683 -0.236 -2.416  -0.18
C -0.964 0.006 -1.920  -1.13
C -1.547 1.425 -2.080  0.68
C -0.578 2.620 -2.017  -0.80
C -1.490 3.777 -1.647  -0.68
N -2.603 3.103 -0.971  -0.06
C -2.671 1.846 -1.216  0.06
C -3.854 1.104 -0.665  -0.67
C -4.057 -0.316 -1.170  -1.00
O -3.963 -0.363 -2.578  -0.49
H 0.471 -2.183 -0.920  0.38
H -0.397 -1.319 0.397  0.42
H 1.376 -1.241 0.262  0.44
H 0.585 0.781 -0.582  0.29
H -1.633 -0.677 -1.429  0.13
H -0.826 -0.380 -2.916  0.61
H -2.003 1.420 -3.073  0.27
H 0.175 2.555 -1.240  0.25
H -0.095 2.750 -2.972  0.45
H -1.902 4.158 -2.584  0.31
H -1.056 4.614 -1.128  0.44
H -3.270 3.595 -0.388  0.30
H -3.823 1.161 0.420  0.44
H -4.726 1.677 -0.969  0.49
H -3.353 -1.002 -0.731  0.42
H -5.043 -0.638 -0.848  0.47
H -4.793 -0.048 -2.968  0.33
F 1.441 -2.434 3.251  -0.34
C 2.788 -2.333 3.287  0.33
C 3.543 -3.478 3.439  -0.49
C 4.925 -3.370 3.469  -0.32
C 5.533 -2.128 3.354  -0.50
C 4.755 -0.989 3.204  -0.33
C 3.372 -1.089 3.166  -0.27
H 3.051 -4.437 3.535  0.41
H 5.529 -4.260 3.583  0.36
H 6.611 -2.048 3.381  0.38
H 5.226 -0.019 3.117  0.35
H 2.751 -0.211 3.044  0.43

Record 7
Molecular formula: C6H13NO
Method: DFT, ωB97M-V/def2-TZVPD

## Properties
E_HOMO (spin up / spin down) = -13.71 / -13.61 eV
Charge = +1
Expectation value of S² = 0.780
2S+1 = 2
ΔE to the lowest compared entry with this formula, charge and spin = 235.73 kJ/mol
HOMO-LUMO gap (spin up / spin down) = 0.315 / 0.196 hartree

Last column: Mulliken spin population.
Atoms and positions in Å:
C -0.803 -1.087 -1.307  0.00
C 0.637 -1.280 -0.745  0.02
C 1.162 0.011 -0.182  0.11
C 1.658 1.026 -0.964  0.40
C 0.702 1.416 1.757  0.26
C 1.028 0.192 1.235  0.10
N -1.229 0.212 -1.798  0.03
H -0.878 -1.762 -2.160  0.00
H -1.507 -1.491 -0.592  0.00
H 1.324 -1.702 -1.474  0.00
H 0.649 -2.022 0.059  0.00
H 1.912 0.970 -2.025  0.01
H 1.819 2.021 -0.575  0.03
H 0.700 1.563 2.839  0.01
H 0.213 2.263 1.284  0.01
H 1.420 -0.545 1.917  0.01
H -0.502 0.622 -2.385  0.00
H -1.453 0.868 -1.054  0.00
H -2.361 -1.181 2.282  0.00
H -2.240 0.135 1.500  0.00
O -2.250 -0.229 2.389  0.01

Record 8
Molecular formula: C3H9N3O
Method: DFT, ωB97M-V/def2-TZVPD

## Properties
E_HOMO = -8.75 eV
Charge = 0
Structure (SMILES) = [H]/N=C\C(=C)N.NO
ΔE to the lowest compared entry with this formula, charge and spin = 334.58 kJ/mol
HOMO-LUMO gap = 0.339 hartree

Last column: Mulliken charge in e.
Atoms and positions in Å:
H -1.364 0.132 -0.142  0.14
N -0.620 -0.225 0.456  -0.61
C 0.450 0.440 0.435  -0.18
C 0.765 1.664 -0.313  1.09
C -0.039 2.143 -1.273  -1.19
N 1.990 2.231 -0.007  -0.51
H 1.252 0.065 1.069  0.28
H -0.940 1.634 -1.561  0.21
H 0.205 3.035 -1.821  0.25
H 2.140 3.165 -0.353  0.22
H 2.338 2.075 0.925  0.22
N -0.969 -3.157 0.945  -0.46
O -1.664 -3.557 -0.248  -0.44
H -1.664 -3.214 1.688  0.24
H -0.752 -2.161 0.817  0.40
H -1.128 -4.271 -0.616  0.33